a.
Formula: C2H3NOS2
Source: the Open Molecules 2025 dataset
Level of theory: ωB97M-V/def2-TZVPD

Structure (XYZ):
```
9
Properties=species:S:1:pos:R:3
C 0.7310 -0.1098 -0.1040
C -0.4053 -0.9574 0.3226
N 0.9737 1.1634 -0.1340
O 0.3558 2.1544 0.3831
S -2.1011 -0.9409 0.3785
S -3.1041 0.1925 -0.7962
H 1.5253 -0.8408 -0.4910
H 0.0253 -1.9900 0.7483
H 1.9996 1.3286 -0.3072
```

The value obtained for the HOMO energy (alpha / beta) is -8.4 / -8.6 eV. As for the multiplicity: 1. The value obtained for the HOMO-LUMO gap (alpha / beta) is 7.06 / 6.97 eV.

***

b.
Formula: C2H3NOS2
Source: the Open Molecules 2025 dataset
Level of theory: ωB97M-V/def2-TZVPD

Structure (XYZ):
```
9
Properties=species:S:1:pos:R:3
C -1.1317 1.5926 0.0038
N -1.8149 0.6466 -0.0194
S -2.5688 -0.7021 0.0129
H -0.6047 2.4891 -0.1031
O 1.1034 0.6098 -0.0330
C 1.6685 -0.4386 0.0958
S 0.9416 -2.0175 -0.0280
H 2.7374 -0.5540 0.3142
H -0.3308 -1.6258 -0.2433
```

The value obtained for the HOMO energy is -8.6 eV. As for the multiplicity: 1. The value obtained for the HOMO-LUMO gap is 9.25 eV.

***

c.
Formula: C2H3NOS2
Source: the Open Molecules 2025 dataset
Level of theory: ωB97M-V/def2-TZVPD

Structure (XYZ):
```
9
Properties=species:S:1:pos:R:3
O 0.6306 2.0006 0.1811
C -0.4115 1.4553 -0.1364
N -0.5175 0.0698 -0.0984
S -2.0714 -0.5945 -0.0568
C 0.5248 -0.8361 0.0604
S 2.1550 -0.6368 -0.0395
H -1.3096 1.9937 -0.3981
H -2.2615 -0.6607 1.2760
H 0.1319 -1.8410 0.3597
```

The value obtained for the HOMO energy is -8.7 eV. As for the multiplicity: 1. The value obtained for the HOMO-LUMO gap is 8.29 eV.

***

If we sort the structures by their calculated energies, the order from most to least stable is c, b, a.

***

a.
Formula: C23H27N3O4
Source: the Open Molecules 2025 dataset
Level of theory: ωB97M-V/def2-TZVPD

Structure (XYZ):
```
57
Properties=species:S:1:pos:R:3
C 2.4347 -5.6840 3.7140
O 3.2655 -4.5537 3.8233
C 2.9739 -3.4543 3.0804
C 1.8979 -3.3393 2.2073
C 1.6891 -2.1603 1.5130
C 2.5423 -1.0663 1.6621
C 2.3559 0.1968 0.9703
C 1.1962 0.8134 0.6661
N -0.0087 0.2554 1.1350
C -1.2736 0.1875 0.6543
O -1.6784 0.7629 -0.3474
C -2.1728 -0.6992 1.4440
C -3.2251 -1.3094 0.7656
C -4.0921 -2.1540 1.4324
C -3.9255 -2.3856 2.7879
C -2.8954 -1.7631 3.4745
C -2.0188 -0.9247 2.8099
C 1.3164 2.1449 -0.0219
O 2.4099 2.6844 -0.1046
N 0.1869 2.6976 -0.4874
C 0.2210 3.9401 -1.2194
C 0.7120 3.7853 -2.6772
N -0.1271 3.0668 -3.6033
C -0.2067 1.6282 -3.4341
C -0.7990 1.0437 -4.7190
O -2.0816 1.5701 -4.9744
C -2.0349 2.9741 -5.0719
C -1.4571 3.6054 -3.8020
C 3.6455 -1.2125 2.5130
C 3.8520 -2.3742 3.2167
H 2.8571 -6.4261 4.3895
H 2.4316 -6.0836 2.6949
H 1.4077 -5.4598 4.0202
H 1.2169 -4.1613 2.0510
H 0.8764 -2.1234 0.8017
H 3.2538 0.7399 0.7074
H 0.1769 -0.3811 1.9031
H -3.3439 -1.1098 -0.2887
H -4.9000 -2.6285 0.8964
H -4.6031 -3.0424 3.3127
H -2.7761 -1.9282 4.5350
H -1.2414 -0.4250 3.3714
H -0.6533 2.1246 -0.5521
H -0.7786 4.3771 -1.1953
H 0.9214 4.6080 -0.7099
H 1.6846 3.2883 -2.6529
H 0.8530 4.7920 -3.0837
H 0.7960 1.2284 -3.2715
H -0.8552 1.3361 -2.5935
H -0.9254 -0.0371 -4.6342
H -0.1294 1.2718 -5.5623
H -3.0624 3.3027 -5.2387
H -1.4112 3.2667 -5.9305
H -1.3933 4.6883 -3.9265
H -2.1309 3.3764 -2.9582
H 4.3320 -0.3871 2.6264
H 4.6943 -2.4828 3.8813
```

The value obtained for the HOMO energy is -8.0 eV. As for the multiplicity: 1. The value obtained for the HOMO-LUMO gap is 8.06 eV.

***

b.
Formula: C23H27N3O4
Source: the Open Molecules 2025 dataset
Level of theory: ωB97M-V/def2-TZVPD

Structure (XYZ):
```
57
Properties=species:S:1:pos:R:3
C -0.4063 -2.2455 6.2906
N 0.1897 -3.5517 6.4017
C 0.2375 -4.0943 7.7390
C 0.7601 -4.2429 5.3849
O 1.3627 -5.2868 5.5665
C 0.6031 -3.6749 4.0107
C 1.7380 -3.4184 3.2489
C 1.6201 -2.9542 1.9551
C 0.3611 -2.7588 1.3879
N 0.3004 -2.2835 0.0798
C -0.7756 -1.8918 -0.6485
O -1.9319 -1.9337 -0.2919
C -0.3667 -1.3951 -2.0368
N 0.9891 -0.8716 -2.0322
C 1.6098 -0.8418 -3.3456
C 0.8776 0.0667 -4.3386
C 0.5108 1.3822 -3.7056
C 0.0722 2.4350 -4.4894
C -0.2951 3.6693 -3.9615
C -0.2341 3.8451 -2.5721
C 0.1891 2.7751 -1.7892
C 0.5670 1.5582 -2.3262
C 1.0558 0.4505 -1.4255
O -0.4647 5.0033 -1.8676
C -1.5642 5.8181 -2.1979
C -1.4488 6.4983 -3.5588
C -1.6753 5.5030 -4.6928
O -0.6002 4.6198 -4.9077
C -0.7777 -3.0483 2.1356
C -0.6511 -3.5001 3.4348
H 0.0309 -1.5821 7.0421
H -0.2272 -1.8239 5.3050
H -1.4854 -2.2958 6.4660
H 0.8241 -3.4478 8.3967
H -0.7730 -4.1882 8.1429
H 0.7044 -5.0759 7.6884
H 2.7126 -3.5828 3.6828
H 2.5054 -2.7445 1.3714
H 1.1884 -2.1266 -0.3891
H -1.1215 -0.6686 -2.3688
H -0.4108 -2.2582 -2.7084
H 1.6575 -1.8642 -3.7304
H 2.6333 -0.4826 -3.2061
H 1.5046 0.2375 -5.2157
H -0.0365 -0.4263 -4.6843
H 0.0258 2.3275 -5.5628
H 0.2355 2.9348 -0.7225
H 0.4787 0.4418 -0.4973
H 2.1042 0.6422 -1.1629
H -2.4961 5.2328 -2.1559
H -1.5863 6.5679 -1.4025
H -0.4566 6.9424 -3.6589
H -2.1974 7.2883 -3.6253
H -1.7766 6.0325 -5.6440
H -2.6004 4.9356 -4.5054
H -1.7508 -2.9139 1.6938
H -1.5392 -3.7330 4.0037
```

The value obtained for the HOMO energy is -8.4 eV. As for the multiplicity: 1. The value obtained for the HOMO-LUMO gap is 9.06 eV.

***

If we sort the structures by their calculated energies, the order from most to least stable is b, a.

***

a.
Formula: CH4FNO
Source: the Open Molecules 2025 dataset
Level of theory: ωB97M-V/def2-TZVPD

Structure (XYZ):
```
8
Properties=species:S:1:pos:R:3
C -1.1290 -0.0976 0.3065
N 1.0396 0.1340 -0.5125
O 0.2841 -0.0917 0.6173
F 1.8878 -0.9199 -0.6043
H -1.5398 -1.0361 0.7190
H -1.2005 -0.0407 -0.7662
H -1.5612 0.6857 0.8386
H 2.2189 1.3663 -0.5983
```

The value obtained for the HOMO energy (alpha / beta) is -9.7 / -9.4 eV. As for the multiplicity: 1. The value obtained for the HOMO-LUMO gap (alpha / beta) is 9.47 / 9.13 eV.

***

b.
Formula: CH4FNO
Source: the Open Molecules 2025 dataset
Level of theory: ωB97M-V/def2-TZVPD

Structure (XYZ):
```
8
Properties=species:S:1:pos:R:3
O 1.4073 0.6560 -0.3887
C 0.4837 -0.3197 -0.1102
N -1.0358 0.1971 0.2993
F -1.6818 0.7037 -0.8133
H 1.3383 1.2983 0.3245
H 0.6770 -0.7059 0.9885
H 0.3676 -1.2158 -0.7523
H -1.5564 -0.6137 0.4520
```

The value obtained for the HOMO energy is -10.0 eV. As for the multiplicity: 1. The value obtained for the HOMO-LUMO gap is 10.90 eV.

***

If we sort the structures by their calculated energies, the order from most to least stable is b, a.

***

a.
Formula: H8O4
Source: the Open Molecules 2025 dataset
Level of theory: ωB97M-V/def2-TZVPD

Structure (XYZ):
```
12
Properties=species:S:1:pos:R:3
O 1.5913 -0.6166 3.3630
H 2.3545 -1.1788 3.5322
H 1.4498 -0.6552 2.3966
O -1.0345 1.2220 -2.2175
H -1.2742 1.1984 -3.1531
H -0.2949 1.8391 -2.1718
O -1.2815 -1.5159 -1.4970
H -1.3827 -0.5766 -1.7265
H -1.7190 -1.6116 -0.6434
O 0.6692 0.3404 0.9278
H 0.2531 0.2718 0.0578
H 0.6688 1.2829 1.1317
```

The value obtained for the HOMO energy is -10.8 eV. As for the multiplicity: 1. The value obtained for the HOMO-LUMO gap is 10.99 eV.

***

b.
Formula: H8O4
Source: the Open Molecules 2025 dataset
Level of theory: ωB97M-V/def2-TZVPD

Structure (XYZ):
```
12
Properties=species:S:1:pos:R:3
O -0.7233 -3.1423 -4.5180
H -0.3958 -3.8575 -3.9698
H -0.0091 -2.5009 -4.6179
O -1.2008 -3.0250 4.9045
H -1.0692 -2.0719 4.8517
H -0.3836 -3.3783 4.5398
O 1.1112 -0.9072 -4.8866
H 0.9058 0.0039 -5.0922
H 1.8651 -1.2429 -5.3676
O -0.2147 6.5257 4.4355
H -0.0700 7.4617 4.5080
H 0.1844 6.1348 5.2126
```

The value obtained for the HOMO energy is -10.9 eV. As for the multiplicity: 1. The value obtained for the HOMO-LUMO gap is 11.59 eV.

***

If we sort the structures by their calculated energies, the order from most to least stable is a, b.